# 1
The following is a DFT calculation (wB97M-V/def2-TZVPD) of a molecular structure, C3H6IN3S.

XYZ file:
```
14
Properties=species:S:1:pos:R:3:mulliken_charge:R:1
I -0.101 1.056 2.941 0.020
S -2.219 0.206 0.738 0.108
N 0.404 -1.488 -0.185 1.164
N -0.609 -1.983 -0.358 -0.756
N 1.588 -1.301 -0.163 -0.638
C 2.561 -0.295 0.259 -0.531
C -0.811 0.954 0.986 -0.300
C -2.275 0.655 -1.056 -0.887
H -1.793 1.741 -1.153 0.287
H 2.563 -0.269 1.320 0.189
H 2.204 0.585 -0.209 0.309
H -1.828 -0.084 -1.656 0.312
H 3.531 -0.602 -0.139 0.280
H -3.215 0.825 -1.326 0.443
```

Molecular weight ... 243.07 g/mol
Kohn-Sham gap ... 7.890 eV
Spin multiplicity ... 1

=====

# 2
The following is a DFT calculation (wB97M-V/def2-TZVPD) of a single C3H6IN5 molecule.

XYZ file:
```
15
Properties=species:S:1:pos:R:3:mulliken_charge:R:1
I -2.651 0.709 0.085 0.025
N -0.295 -1.537 -0.782 0.187
N 0.336 1.340 0.693 -0.262
N 0.581 -1.890 1.171 -0.329
N 0.974 -2.814 0.323 -0.283
N 0.440 -2.679 -0.833 -0.373
C -0.666 0.293 0.970 -0.595
C 0.592 1.607 -0.686 -0.776
C -0.121 -1.046 0.474 0.475
H -1.058 0.003 1.986 0.485
H 0.121 2.157 1.275 0.306
H 1.429 2.401 -0.478 0.348
H -0.211 1.815 -1.440 0.235
H -0.640 -1.053 -1.648 0.295
H 1.169 0.694 -1.111 0.262
```

Energy above the lowest of the compared OMol25 structures with the same formula, charge and spin ... 0.8 kcal/mol
Molecular weight ... 239.02 g/mol
Kohn-Sham gap ... 9.799 eV
Spin multiplicity ... 1
SMILES ... CN[C@@H](I)c1nnn[nH]1

=====

# 3
The following is a DFT calculation (wB97M-V/def2-TZVPD) of a molecular structure, C3H6LiO4.

XYZ file:
```
14
Properties=species:S:1:pos:R:3:mulliken_charge:R:1
O -3.479 0.310 0.949 -0.851
O -1.419 -0.327 0.483 -0.254
O 3.313 -0.307 -0.962 -0.644
O -1.936 1.862 0.644 -0.861
C -2.296 0.661 0.713 0.931
C 0.718 -1.208 -0.059 -0.853
C -0.077 0.025 0.151 -0.089
Li -3.824 2.229 1.091 0.875
H 0.356 0.645 0.952 0.271
H 1.159 -1.691 0.814 0.287
H 3.816 -1.118 -1.086 0.319
H 3.042 -0.037 -1.898 0.329
H 0.714 -1.699 -1.033 0.306
H -0.085 0.654 -0.760 0.235
```

Energy above the lowest of the compared OMol25 structures with the same formula, charge and spin ... 3.2 kcal/mol
Molecular weight ... 113.02 g/mol
Kohn-Sham gap (spin up / spin down) ... 7.607 / 9.154 eV
Spin multiplicity ... 2

=====

# 4
The following is a DFT calculation (wB97M-V/def2-TZVPD) of 2 unconnected molecules or ions with the total composition C3H6N.

XYZ file:
```
10
Properties=species:S:1:pos:R:3:mulliken_charge:R:1
N 0.259 -0.460 0.152 -0.299
C -1.175 0.003 0.211 -0.731
C 1.059 0.136 -0.878 -0.236
C 1.335 0.529 0.316 0.073
H 1.022 0.056 -1.985 0.350
H -1.797 -0.636 -0.350 0.330
H 0.163 -1.857 0.329 0.487
H -1.449 0.131 1.235 0.317
H 1.648 1.028 1.231 0.387
H -1.064 1.070 -0.261 0.321
```

Energy above the lowest of the compared OMol25 structures with the same formula, charge and spin ... 87.9 kcal/mol
Molecular weight ... 56.09 g/mol
Kohn-Sham gap ... 11.411 eV
Spin multiplicity ... 1
Charge ... +1

=====

# 5
The following is a DFT calculation (wB97M-V/def2-TZVPD) of a molecular structure, C3H6N.

XYZ file:
```
10
Properties=species:S:1:pos:R:3:mulliken_charge:R:1
N -1.374 -0.049 0.213 -0.211
C 1.383 0.421 -0.092 -0.850
C 0.484 -0.722 0.093 0.067
C -2.481 0.080 -0.052 0.004
H 1.450 1.150 0.793 0.319
H 0.338 -1.158 1.201 0.283
H 1.027 1.022 -0.917 0.319
H -3.381 0.348 -0.458 0.406
H 0.061 -1.253 -0.736 0.316
H 2.494 0.161 -0.044 0.347
```

Energy above the lowest of the compared OMol25 structures with the same formula, charge and spin ... 46.3 kcal/mol
Molecular weight ... 56.09 g/mol
Kohn-Sham gap ... 12.020 eV
Spin multiplicity ... 1
Charge ... +1

=====

# 6
The following is a DFT calculation (wB97M-V/def2-TZVPD) of a single C3H6N2 molecule.

XYZ file:
```
11
Properties=species:S:1:pos:R:3:mulliken_charge:R:1
N -1.899 0.442 -0.023 -0.590
N 0.172 -0.251 -0.727 -0.333
C 1.272 -0.485 0.208 -0.328
C -1.104 -0.522 -0.255 0.093
C 0.838 0.902 -0.127 -0.394
H 1.430 1.526 -0.832 0.215
H -2.831 0.112 0.349 0.236
H 2.199 -0.849 -0.332 0.224
H -1.378 -1.603 -0.107 0.342
H 0.255 1.474 0.609 0.245
H 1.047 -0.747 1.237 0.289
```

Energy above the lowest of the compared OMol25 structures with the same formula, charge and spin ... 43.1 kcal/mol
Molecular weight ... 70.09 g/mol
Kohn-Sham gap ... 10.612 eV
Spin multiplicity ... 1
SMILES ... [H]/N=C/N1CC1